Record 1
{
  "formula": "C5H8O",
  "method": "the ωB97M-V functional and the def2-TZVPD basis",
  "e_above_lowest_kj_mol": 572.5,
  "homo_energy_ha": -0.3352,
  "gap_ha": 0.372,
  "largest_force_ev_per_a": 4.04,
  "species": ["O", "C", "C", "C", "C", "C", "H", "H", "H", "H", "H", "H", "H", "H"],
  "positions_angstrom": [[-1.5034, -0.1075, -0.7322], [0.5229, 1.0217, -0.2376], [-0.1501, -0.4027, -0.3985], [0.4230, -1.7266, -0.8062], [-0.2531, 1.2762, 0.9892], [-1.1552, -0.0402, 0.6395], [1.2851, -1.9442, -0.1698], [1.4278, 1.6088, 0.1117], [0.7652, -1.7127, -1.8481], [-1.6937, -0.7356, 1.3020], [0.1710, 1.6495, -1.0622], [-0.3134, -2.5313, -0.7016], [0.3059, 2.5335, 0.9408], [0.1679, 1.1111, 1.9728]],
  "lowdin_charge": [0.01, -0.18, -0.41, 0.00, -0.14, -0.15, 0.08, 0.11, 0.09, 0.15, 0.11, 0.09, 0.18, 0.07]
}

Record 2
{
  "formula": "C23H47NO2P2ReS",
  "method": "the ωB97M-V functional and the def2-TZVPD basis",
  "total_charge": 4,
  "multiplicity": 4,
  "s2": 3.7763,
  "homo_energy_ha": [-0.8018, -0.7978],
  "gap_ha": [0.258, 0.137],
  "largest_force_ev_per_a": 8.30,
  "species": ["Re", "S", "P", "P", "O", "O", "N", "C", "C", "C", "C", "C", "C", "C", "C", "C", "C", "C", "C", "C", "C", "C", "C", "C", "C", "C", "C", "C", "C", "C", "H", "H", "H", "H", "H", "H", "H", "H", "H", "H", "H", "H", "H", "H", "H", "H", "H", "H", "H", "H", "H", "H", "H", "H", "H", "H", "H", "H", "H", "H", "H", "H", "H", "H", "H", "H", "H", "H", "H", "H", "H", "H", "H", "H", "H", "H", "H"],
  "positions_angstrom": [[0.0473, 0.1283, 0.0195], [2.2280, -1.1872, 3.8560], [-0.8159, -2.0616, -0.4405], [0.8297, 2.3238, 0.2341], [2.7349, -1.0185, -1.1505], [-2.9117, 0.9911, 0.6623], [0.7025, -0.4102, 1.9346], [3.2653, 2.4344, -1.2935], [0.5316, 3.0981, 2.9453], [0.4156, -3.4926, -0.5214], [0.6577, 4.9568, 1.2372], [1.9579, -0.8573, 2.2216], [-2.3152, -2.6412, 0.5420], [3.4730, 2.1890, 1.2137], [-1.2199, 3.7242, -1.1607], [-2.0199, -2.8802, 2.0197], [-1.5326, -2.1218, -2.1825], [-2.7620, -1.2237, -2.2722], [0.9571, -3.8711, 0.8561], [0.1930, 3.5134, 1.5165], [-0.4599, -1.8056, -3.2351], [-3.0668, -3.8539, -0.0412], [0.1746, 3.1102, -1.3380], [-0.0689, -0.2600, 3.1227], [0.5988, -0.6777, 4.2406], [-0.0448, -4.7463, -1.2797], [0.1967, 1.9598, -2.3249], [2.6453, 2.7789, 0.0670], [1.7152, -0.5560, -0.7757], [-1.7980, 0.6849, 0.4220], [2.7495, 2.9261, -2.1267], [0.4092, -2.4758, -3.1484], [-3.2802, -3.7817, -1.1140], [0.1890, -0.6879, 5.2478], [-0.8102, -5.3003, -0.7220], [2.6169, 3.8782, 0.1652], [0.2172, -4.4467, 1.4262], [0.8726, 3.9133, -1.6021], [3.1742, 2.5830, 2.1928], [-1.3773, -3.7561, 2.1521], [0.0460, 2.1527, 3.2118], [-2.5076, -0.1985, -1.9740], [-3.5832, -1.5009, -1.6007], [-4.0436, -3.9200, 0.4640], [4.5262, 2.4682, 1.0502], [0.1730, 3.8888, 3.6204], [-1.6346, 3.9243, -2.1569], [-1.6754, 0.6531, -3.1780], [-2.1875, 1.2425, -3.1392], [-0.8962, -1.9329, -4.2394], [-2.9873, -1.7646, 0.4681], [-1.8890, 3.0327, -0.6292], [-2.9732, -3.0982, 2.5242], [-1.8607, -3.1617, -2.3282], [3.2918, 1.3478, -1.4640], [1.7086, 5.0967, 1.5286], [-0.0844, -0.7731, -3.1570], [-0.2566, 1.0116, -1.8128], [0.0417, 5.6343, 1.8463], [-3.1245, -1.2245, -3.3098], [2.7349, -0.9898, 1.4784], [3.3996, 1.0875, 1.2518], [-0.4268, 2.1790, -3.1925], [-1.0855, 0.1437, 3.0758], [0.8326, -5.4012, -1.4001], [-0.9052, 3.4608, 1.3836], [1.8420, -4.5131, 0.7177], [-2.5254, -4.7911, 0.1454], [0.5445, 5.2646, 0.1900], [-1.5499, -2.0133, 2.5016], [-0.4272, -4.5313, -2.2841], [-1.2106, 4.6761, -0.6177], [4.3013, 2.8033, -1.2779], [1.2464, -3.0479, -1.0975], [1.6148, 2.9940, 3.0841], [1.2632, -2.9908, 1.4400], [1.1985, 1.7110, -2.6888]],
  "mulliken_spin": [1.34, 0.04, 0.18, 0.02, 0.09, 0.11, 0.13, 0.00, 0.00, 0.15, 0.01, 0.05, 0.18, 0.00, 0.00, 0.00, 0.01, 0.03, 0.00, 0.04, 0.03, 0.03, 0.03, 0.02, 0.01, 0.03, 0.00, 0.03, 0.02, -0.01, 0.00, 0.00, 0.01, 0.00, 0.02, 0.00, 0.02, 0.00, 0.00, 0.02, 0.00, -0.01, 0.00, 0.04, 0.00, 0.00, 0.00, 0.00, 0.00, 0.00, 0.06, 0.00, 0.03, -0.01, 0.00, 0.00, -0.01, 0.09, 0.00, 0.00, 0.00, 0.00, 0.00, 0.00, 0.03, 0.00, 0.03, 0.02, 0.00, 0.01, 0.00, 0.00, 0.00, 0.05, 0.00, 0.01, 0.00]
}

Record 3
{
  "formula": "C7H14N2",
  "method": "the ωB97M-V functional and the def2-TZVPD basis",
  "e_above_lowest_kj_mol": 243.3,
  "smiles": "C[C@@H]1CC[C@@]2(N)C[C@@]12N",
  "homo_energy_ha": -0.3021,
  "gap_ha": 0.337,
  "largest_force_ev_per_a": 5.55,
  "species": ["N", "N", "C", "C", "C", "C", "C", "C", "C", "H", "H", "H", "H", "H", "H", "H", "H", "H", "H", "H", "H", "H", "H"],
  "positions_angstrom": [[-0.0564, 2.6752, -0.0046], [0.6794, 0.3189, 1.8469], [0.0224, -1.1903, -0.1360], [0.9737, -2.1837, 0.3738], [-1.5419, 0.8581, 0.7353], [-0.5060, 1.3046, -0.2460], [-0.6032, 0.6190, -1.5844], [-0.1570, 0.0818, 0.7199], [0.2456, -0.5853, -1.5686], [1.0396, -3.1688, -0.2191], [-0.0126, 2.7296, 1.0300], [-1.5491, 0.4050, -2.1374], [0.8924, 2.7558, -0.2490], [0.8926, -2.5389, 1.3484], [-2.4784, 0.3105, 0.5304], [-1.7128, 1.6728, 1.5752], [0.1991, -0.2007, 2.6495], [-1.0309, -1.7052, -0.0653], [1.6863, -0.1783, 1.6832], [1.2464, -0.2250, -1.8402], [2.0527, -1.8199, 0.3553], [-0.0526, -1.3173, -2.3733], [-0.2292, 1.3822, -2.4242]],
  "lowdin_charge": [0.09, 0.04, -0.32, -0.12, -0.02, -0.44, -0.19, -0.41, -0.17, 0.11, 0.07, 0.12, 0.05, 0.04, 0.10, 0.14, 0.11, 0.17, 0.13, 0.12, 0.09, 0.13, 0.15]
}

Record 4
{
  "formula": "C2H10NO3",
  "method": "the ωB97M-V functional and the def2-TZVPD basis",
  "total_charge": 1,
  "e_above_lowest_kj_mol": 122.0,
  "homo_energy_ha": -0.5357,
  "gap_ha": 0.400,
  "largest_force_ev_per_a": 4.56,
  "species": ["O", "O", "O", "N", "C", "C", "H", "H", "H", "H", "H", "H", "H", "H", "H", "H"],
  "positions_angstrom": [[-2.4589, 0.6168, -0.1401], [-1.0858, -0.2159, 2.2704], [3.0493, 0.0559, -0.0321], [0.1949, 0.3664, 0.0045], [-0.4516, -0.2165, -1.2137], [-1.9840, -0.1573, -1.0125], [3.2707, 0.2833, -1.0126], [-0.2231, -1.2659, -1.4983], [-1.2518, -1.1740, 2.0259], [-2.7032, -0.7429, -1.7485], [-1.0149, -0.3120, 3.2482], [1.1907, 0.2725, -0.0876], [-0.2003, 0.0898, 0.9799], [-0.1010, 1.3694, -0.0827], [3.8672, 0.5732, 0.2923], [-0.0982, 0.4572, -1.9931]],
  "lowdin_charge": [0.03, -0.05, -0.12, 0.16, -0.11, -0.16, 0.11, 0.14, 0.11, 0.17, 0.11, 0.08, 0.11, 0.18, 0.11, 0.14]
}